The following is a DFT calculation (the ωB97M-V functional and the def2-TZVPD basis) of C27H51AuN2OP3Se as an isolated structure.

The HOMO energy (alpha / beta) is -15.563 / -15.563 eV. The value obtained for the HOMO-LUMO gap (alpha / beta) is 6.826 / 3.101 eV. As for the energy above the lowest of the compared OMol25 structures with the same formula, charge and spin: 0.000 eV. The expectation value of S² is 2.0096.

```
! RIJCOSX wB97M-V def2-TZVPD def2/J DEFGRID3
* xyz 3 3
H 3.55 2.96 6.01
P -0.97 1.84 1.07
C 3.79 3.54 2.67
H 5.89 3.82 3.17
H 5.43 4.28 1.50
C -1.09 -6.55 1.43
C 2.15 -7.16 -2.54
H 0.34 3.49 -3.41
C 4.79 0.11 2.21
H -3.33 -2.58 -2.36
H -0.16 0.06 -4.03
H 5.63 -0.96 0.51
H -4.11 -0.04 -2.80
H -0.68 0.77 3.23
H -0.27 4.03 1.84
H 5.59 2.56 1.91
N 2.33 -0.19 0.91
H 1.18 1.04 -4.70
H 1.55 -6.08 -0.67
C 1.72 -8.02 -1.60
C 4.74 -0.55 1.00
H 5.70 0.22 2.78
H 3.19 3.07 1.87
H 1.53 -0.43 -3.75
H 1.66 -7.05 -3.52
H 2.21 -8.04 -0.62
H 3.42 4.56 2.81
H -2.66 3.57 1.29
H -3.36 1.40 -2.04
H 3.08 -6.58 -2.39
C 5.27 3.54 2.30
H 0.92 -8.76 -1.70
C 3.64 0.68 2.74
Se -0.01 -2.59 2.46
P -2.40 -0.70 -1.26
N 3.48 2.82 3.93
H 2.29 5.33 4.53
H -2.00 -4.89 2.53
H -1.09 2.66 -2.76
C -2.31 -2.30 -2.05
H -4.53 -1.25 -0.38
H -2.18 3.34 -0.41
C 0.67 -4.58 0.50
H -1.65 -2.25 -2.93
C -1.19 -5.22 1.88
H 3.38 -1.13 -0.61
C 0.86 0.43 -3.85
C -2.41 2.82 0.53
H 2.71 2.23 -0.94
H -1.77 -7.32 1.80
C 0.25 3.11 1.52
C 2.29 4.53 5.28
C 0.78 -5.89 0.07
H 3.01 2.53 -2.69
H -1.91 -3.04 -1.32
C 3.67 1.46 4.05
H 1.29 -3.80 0.05
C -0.08 -6.89 0.52
H 3.24 0.90 -1.99
H 1.38 3.94 5.17
H -0.97 -1.93 1.48
H -1.96 2.02 3.27
H 2.28 4.99 6.27
C -0.04 2.91 -2.57
P 0.92 1.39 -2.33
H -3.28 2.18 0.37
C 2.63 1.81 -1.95
C -1.53 1.20 2.68
H -2.50 0.53 -3.34
H -3.22 -1.68 0.77
H 0.00 3.53 -1.66
C -3.59 -0.90 0.08
C -0.22 -4.26 1.54
C -3.16 0.41 -2.47
C 3.48 -0.64 0.36
Au -0.32 0.29 -0.76
H 0.87 2.77 2.35
C 3.50 3.64 5.15
C 2.42 0.41 2.10
H -2.28 0.41 2.54
O 3.86 0.90 5.13
H 1.44 0.66 2.54
H -0.01 -7.93 0.18
H -3.75 0.04 0.63
H 0.91 3.34 0.66
H 4.42 4.25 5.13
*
```

---

The following is a DFT calculation (the ωB97M-V functional and the def2-TZVPD basis) of C27H51Br16NO4 as an isolated structure.

The HOMO energy is -8.761 eV. The value obtained for the HOMO-LUMO gap is 8.856 eV.

```
! RIJCOSX wB97M-V def2-TZVPD def2/J DEFGRID3
* xyz 0 1
H 1.35 4.56 -2.97
H -6.51 -4.55 7.68
Br 9.51 0.05 -2.00
O 0.84 4.72 -2.14
C 9.51 -2.38 -0.48
C -7.93 -1.11 2.82
Br -1.60 -1.55 4.94
H 5.71 -3.28 -3.70
H 2.61 0.05 -0.33
N -3.04 1.52 -1.86
H -4.43 1.58 1.37
H 5.01 -2.34 -5.03
C -1.44 4.29 -0.36
H 3.63 -2.00 1.72
Br -0.65 -5.08 5.43
H -2.62 2.63 0.19
C 7.04 -1.81 -4.48
Br -0.94 5.60 -8.07
C -4.25 4.98 -2.49
H 0.47 3.67 0.49
H -7.16 -1.87 2.86
Br -5.07 -3.27 4.37
H 11.27 -1.14 -0.70
H 6.65 -6.12 0.17
C -8.06 -0.34 4.10
C 0.56 6.21 -6.98
H 9.97 -3.34 -0.28
H -4.55 -0.02 2.06
H -4.85 1.31 -0.72
C 1.17 5.08 -6.20
H -3.08 1.17 -2.81
C -3.36 0.05 0.21
H 2.55 -1.70 -0.61
Br 4.77 -1.16 -2.85
H -5.43 3.35 -1.48
H -3.53 4.10 0.00
H 4.79 -6.87 1.54
H 0.34 -2.41 6.23
Br 3.83 -4.75 2.38
H 7.60 -1.52 -3.59
C 5.66 -2.30 -4.15
Br 4.17 0.38 2.18
C 2.60 -0.92 0.15
Br -8.26 -3.61 6.21
H 1.27 6.62 -7.69
C -2.75 3.49 -0.46
H 0.17 6.99 -6.34
H -5.60 -2.37 6.62
C 4.72 -5.89 1.08
C -3.98 0.73 -1.05
C -6.50 -4.34 6.61
H -3.05 0.91 2.19
C 10.43 -1.51 -1.28
H 7.60 -2.56 -5.02
C 6.09 -5.37 0.73
H -1.48 4.74 0.63
H -4.13 5.51 -1.55
C -3.88 0.65 1.54
H -4.37 -0.07 -1.69
C -2.54 3.58 -3.04
Br -7.51 0.03 1.30
Br -6.34 0.19 4.85
H -8.51 -0.97 4.86
H -1.36 5.12 -1.06
H -0.16 -3.64 3.46
O 1.42 2.59 -1.93
Br 0.05 4.55 -4.68
O -1.78 3.09 -3.82
H -0.42 2.36 -0.28
H -5.00 5.45 -3.12
C 0.77 3.52 -1.55
C -5.39 -3.38 6.28
H -3.68 -1.00 0.18
Br 0.92 -1.03 1.13
H -4.45 -3.72 6.71
Br 7.01 -0.25 -5.63
H 4.07 -5.94 0.21
H -4.87 3.06 -3.19
H 0.86 -1.63 4.72
H 4.68 -1.32 0.46
C -3.25 2.96 -1.83
O -3.00 4.86 -3.18
H 8.55 -2.53 -0.96
H 10.80 -2.05 -2.15
H 6.66 -5.06 1.60
H 2.13 5.39 -5.79
C -0.16 3.41 -0.37
H -8.64 0.57 3.99
C 0.27 -3.67 4.46
C -4.65 3.51 -2.21
H -6.41 -5.27 6.06
H 1.31 -3.98 4.40
C 0.16 -2.34 5.16
H -2.28 0.13 0.16
H -8.89 -1.57 2.57
H 1.31 4.18 -6.80
Br 9.13 -1.62 1.27
Br 5.97 -3.82 -0.44
C 3.78 -1.16 1.05
*
```

---

The following is a DFT calculation (the ωB97M-V functional and the def2-TZVPD basis) of a 5-piece molecular cluster, C27H51BrINO10 overall.

The HOMO energy is -9.045 eV. The value obtained for the HOMO-LUMO gap is 8.419 eV. Its SMILES is CCOCCOC[C@@](CCCI)(CON=O)OC(=O)Br.C1CCOC1.C1CCOC1.C1CCOC1.C1CCOC1.

```
! RIJCOSX wB97M-V def2-TZVPD def2/J DEFGRID3
* xyz 0 1
H -3.80 4.54 7.20
H -1.41 -3.79 -2.34
H -1.07 5.82 6.83
H 0.65 1.58 1.04
O 0.00 -2.53 0.21
C -7.29 6.92 2.23
H -7.94 6.50 1.46
C 0.55 1.55 3.22
C -2.16 5.91 6.87
H 0.91 2.59 3.18
H 5.02 -1.57 0.88
H -2.74 1.52 3.24
C 4.69 -4.87 -8.78
H 4.45 -5.88 -9.14
C -0.89 -4.84 -0.12
O -2.93 4.27 5.35
I -2.50 1.00 -1.89
H 3.70 -3.33 -7.67
H 0.34 -3.64 -3.03
O -1.30 1.55 1.74
C 4.92 -3.85 -2.90
H -2.23 -1.44 -0.60
O -5.02 7.19 2.82
C 4.08 -5.12 -6.53
H 6.52 -1.56 -1.32
C -2.18 -1.21 -1.77
H -5.60 5.91 1.32
O -1.29 -6.94 -2.63
H -2.05 7.45 5.32
C 5.93 -4.91 -7.92
H -0.74 -4.90 1.04
H 3.20 -5.35 -2.81
C -0.71 1.49 4.04
H -0.91 0.45 4.33
C 3.64 -4.42 -7.80
O 2.59 -3.48 -1.74
H 4.00 -5.08 -1.12
H 2.62 -4.68 -8.09
Br 2.05 -2.53 2.47
H -7.66 9.08 2.24
H -6.66 8.48 0.91
C 0.21 -3.69 -0.65
C 5.63 -2.33 -1.18
H 6.66 -5.66 -8.27
H 3.66 -6.13 -6.47
H 4.58 -2.91 -3.51
H -1.71 5.38 4.13
O -0.79 -6.12 -0.84
H 4.64 -1.82 -1.59
C -1.76 1.95 3.04
H 4.79 -4.21 -9.65
H -0.69 2.10 4.94
N -1.81 -6.32 -1.69
C -6.89 8.35 1.97
C 5.35 -2.62 0.43
C -5.95 6.22 2.31
C 1.23 -1.92 0.70
H -1.85 3.04 3.05
H 1.66 -5.34 -1.28
H -3.69 6.97 5.80
C -2.80 4.55 6.76
C 1.73 -4.25 -0.78
O 5.97 -3.58 -1.89
H 6.28 -3.09 0.98
H -5.86 8.76 3.83
C -0.36 -3.26 -2.16
H -5.97 5.35 2.97
H -3.45 5.61 3.86
H 5.37 -4.63 -3.69
H 0.09 0.04 1.74
H 6.43 -3.94 -7.89
C -2.68 5.48 4.63
C -0.65 -1.64 -2.30
H 4.44 -3.37 0.49
H -1.98 -4.42 -0.33
H -2.99 -1.81 -2.38
O 1.91 -0.90 0.10
H -2.20 3.76 7.23
H -0.68 -1.42 -3.47
H 2.29 -4.45 0.26
H 0.19 -0.95 -1.86
H -4.93 9.21 2.38
H -2.42 6.43 7.80
C 3.64 -4.50 -2.10
C -2.67 6.61 5.63
C 0.06 1.13 1.85
O 5.51 -5.23 -6.59
H 1.35 0.92 3.60
H -7.81 6.85 3.19
H 3.80 -4.57 -5.63
C -5.63 8.48 2.80
*
```

---

The following is a DFT calculation (the ωB97M-V functional and the def2-TZVPD basis) of C27H51CeN2OP3Se as an isolated structure.

The HOMO energy (alpha / beta) is -15.898 / -15.905 eV. The value obtained for the HOMO-LUMO gap (alpha / beta) is 5.784 / 5.944 eV. As for the energy above the lowest of the compared OMol25 structures with the same formula, charge and spin: 0.000 eV. The expectation value of S² is 0.7520.

```
! RIJCOSX wB97M-V def2-TZVPD def2/J DEFGRID3
* xyz 3 2
C 4.48 -3.19 4.89
H -3.74 -1.81 0.68
C -1.35 -3.81 -0.01
H -3.72 -1.08 -0.96
C -4.51 2.98 -1.35
H 3.74 -0.72 0.25
N 4.82 -2.83 3.51
C -1.35 -2.19 -2.20
C -5.60 1.82 -3.67
H 2.20 -2.55 -1.83
C -0.83 3.79 0.81
H -3.87 0.21 2.83
C 3.05 0.10 0.03
H 5.13 -4.84 1.51
C 3.82 -2.49 2.63
C -3.72 2.29 -2.27
H -3.08 1.91 2.24
H -3.65 0.87 -3.93
C 5.71 -4.90 2.44
H 0.73 -0.54 -2.96
H 0.32 2.93 -1.89
H 6.31 -2.88 2.07
C 2.74 -1.58 3.13
H 6.41 -3.69 5.74
H 2.51 -0.40 -2.82
H 2.28 1.40 4.70
P 1.46 -0.56 -0.62
H -1.63 3.72 0.06
C -5.15 1.84 2.18
H -0.35 -2.55 -2.48
C -4.26 1.62 -3.38
H -6.02 1.40 -4.59
H 3.61 -2.59 5.21
C -3.36 -1.92 -0.35
C 2.09 0.50 4.13
C 6.01 -3.50 2.92
H -7.45 2.74 -3.00
H 3.51 0.79 -0.69
H 1.17 -2.58 2.05
H 5.14 -5.46 3.19
H -1.26 3.73 1.82
H -0.30 4.75 0.70
H 6.80 -3.50 3.67
H 6.64 -5.44 2.23
H 2.01 2.70 -1.34
H 6.11 -1.93 5.48
H -1.54 -1.23 -2.71
Se -2.07 1.41 -1.71
C 1.82 3.14 1.52
H -2.18 -4.33 -0.50
C 1.44 -1.69 2.60
H 1.45 1.01 -2.50
C 5.66 -2.89 5.79
P 0.42 2.46 0.53
H -3.69 -2.88 -0.77
P -1.51 -2.00 -0.37
H 2.85 0.63 0.97
H 4.02 -0.38 4.44
H 2.73 -2.59 -0.12
H -6.13 1.51 2.56
Ce -1.49 0.30 1.81
H 2.77 2.79 1.12
H -4.11 3.29 -0.38
H 5.28 -2.80 6.81
C -3.95 1.21 2.35
H 4.19 -4.26 4.94
H 1.75 2.83 2.57
C 1.03 3.13 -1.08
C -5.84 3.18 -1.66
H 0.07 1.15 3.64
C 1.90 -2.33 -0.79
H -5.21 2.82 1.69
H -1.40 -3.98 1.07
H 1.15 4.22 -0.97
H -2.09 -2.93 -2.53
N 0.51 -0.70 2.77
C 1.55 -0.07 -2.40
H 1.79 4.24 1.46
O 3.85 -2.87 1.45
C -6.39 2.60 -2.80
H -6.47 3.81 -1.05
C 3.05 -0.49 3.96
H -3.04 0.99 -0.63
H -0.41 -4.22 -0.39
H 1.05 -2.96 -0.52
C 0.84 0.37 3.52
*
```

---

The following is a DFT calculation (the ωB97M-V functional and the def2-TZVPD basis) of a 4-piece molecular cluster, C27H51ClNO7S overall.

The HOMO energy is -11.431 eV. The value obtained for the HOMO-LUMO gap is 8.914 eV.

```
! RIJCOSX wB97M-V def2-TZVPD def2/J DEFGRID3
* xyz 1 1
C -1.89 2.14 3.74
H 0.36 0.38 -1.15
H -2.14 0.07 -0.55
C 4.26 -0.42 2.46
C -2.13 -0.80 -1.21
C -7.15 2.81 2.92
C 3.10 -0.38 -2.11
C 4.16 0.09 1.38
O 1.78 -6.39 2.37
H 5.32 4.96 -2.82
C -6.74 1.37 2.60
H -7.48 0.82 2.03
C 4.05 4.11 -4.35
H -2.26 -0.41 -2.23
H -4.69 -1.39 0.44
C -0.49 -3.58 -2.42
H -4.74 0.75 1.96
C 0.61 -4.31 -1.67
N -0.32 -2.08 -2.39
H 1.01 -7.30 0.01
O -3.19 -1.67 -0.95
O 2.51 -4.40 1.08
H 3.87 5.93 -3.11
H 2.46 4.32 -2.00
C -5.80 3.46 3.20
H 4.63 1.57 -0.02
O 0.03 1.28 2.67
C -1.34 1.59 2.44
H 1.41 -2.32 -3.59
C 1.19 -6.25 -0.19
H 2.64 -2.39 -1.64
C -3.64 -1.67 0.40
H 4.78 4.33 -5.12
H 3.52 -0.62 -3.09
H 0.87 -0.67 -3.38
H -1.41 2.33 1.63
H 1.42 2.33 3.77
C 0.12 -5.63 -1.07
C 4.14 2.68 -3.84
H -2.22 1.33 4.40
H -0.61 -3.89 -3.45
H -5.51 3.34 4.25
O 1.52 -1.22 -0.47
H 0.03 -0.24 0.47
H -2.73 2.81 3.58
H 2.16 -6.17 -0.70
C 0.46 1.85 3.91
H 3.05 4.30 -4.76
H 3.94 4.13 -1.04
C 1.05 -1.60 -2.86
H -3.53 -2.66 0.84
Cl -0.18 -4.44 1.82
H -7.83 2.89 3.76
C 0.29 -0.54 -0.54
C 3.52 4.06 -2.04
H -0.49 3.79 3.86
S 1.56 -5.42 1.36
H -0.12 -6.35 -1.85
H -0.98 -1.72 -3.07
H -7.62 3.27 2.05
H -6.55 0.82 3.53
H -1.45 -3.76 -1.92
O -4.85 2.77 2.37
H 0.58 1.04 4.65
C -0.65 2.81 4.33
H 4.42 -0.93 3.38
O 3.64 2.70 -2.49
H 5.18 -0.11 -1.58
H -0.88 -2.29 -0.34
H -0.69 2.96 5.41
C -5.44 1.58 1.84
C 2.10 -1.45 -1.74
H 2.62 0.60 -2.19
C 3.98 0.70 0.06
H -1.86 0.68 2.12
H 0.95 -3.67 -0.85
H 1.45 -4.50 -2.34
H -5.62 1.73 0.77
H -3.07 -0.97 1.01
C 4.25 4.91 -3.06
H -5.77 4.52 2.95
H 2.94 1.02 0.01
H 5.18 2.34 -3.82
C -0.76 -1.49 -1.07
C 4.24 -0.31 -1.08
H 4.35 -1.30 -0.63
H -0.78 -5.42 -0.50
H 3.55 1.98 -4.42
*
```

---

Number 1: E_tot -4804.2867 Eh, F_max 1.94 eV/Å. Number 2: E_tot -42599.3323 Eh, F_max 2.88 eV/Å. Number 3: E_tot -4737.7877 Eh, F_max 9.92 eV/Å. Number 4: E_tot -5143.7295 Eh, F_max 4.12 eV/Å. Number 5: E_tot -2498.8124 Eh, F_max 0.74 eV/Å.